[1]
Computed, not measured: C29H93N4NbO15P as an isolated structure in a non-equilibrium geometry, with the ωB97M-V functional and the def2-TZVPD basis.

As for the net charge: -1. Its spin multiplicity is 1. The lowest unoccupied orbital energy is 1.6983 eV. The HOMO-LUMO gap is 5.289 eV. The value obtained for the calculated total energy is -2906.03432 hartree.

Positions of all 143 atoms, in Å:
C -4.57 -1.58 2.56
C -4.50 -0.70 1.16
C -4.10 0.89 1.42
C -2.48 1.06 1.76
N -1.83 1.45 0.45
Nb 0.32 1.47 0.53
O 2.44 1.58 0.47
C 0.48 -0.60 1.45
C -0.30 -1.79 0.62
C 0.84 -2.73 -0.13
C 1.06 -4.20 0.57
N -0.22 -4.95 0.88
C -0.99 -5.33 -0.36
N -0.49 -5.43 -1.64
N -2.49 -5.64 -0.15
C 0.38 2.54 2.57
O 1.76 2.72 3.03
C 2.12 1.78 4.10
C 3.58 1.05 3.88
P 0.28 0.41 -1.84
C 1.61 1.19 -2.96
C 2.76 0.01 -3.20
C -1.42 1.01 -2.59
C -1.58 0.38 -4.13
H -3.55 -1.44 3.17
H -5.42 -1.20 3.27
H -4.64 -2.72 2.27
H -3.73 -1.26 0.45
H -5.56 -0.81 0.63
H -4.29 1.43 0.37
H -4.79 1.43 2.20
H -2.38 1.85 2.61
H -2.14 0.02 2.19
H -2.21 2.35 0.06
H 0.26 3.15 -0.23
H 2.82 0.71 0.12
H -0.04 -0.54 2.52
H 1.60 -0.91 1.66
H -1.15 -1.41 -0.10
H -0.86 -2.45 1.44
H 0.57 -2.92 -1.26
H 1.86 -2.17 -0.10
H 1.65 -4.08 1.61
H 1.74 -4.88 -0.13
H -0.06 -5.76 1.53
H -1.31 -5.71 -2.24
H -3.02 -4.73 -0.19
H -2.53 -5.99 0.84
H -0.33 2.01 3.33
H -0.10 3.62 2.37
H 1.32 0.92 4.25
H 2.21 2.38 5.13
H 4.12 1.38 2.89
H 3.46 -0.13 3.88
H 4.32 1.30 4.77
H 1.10 1.43 -4.01
H 2.05 2.19 -2.55
H 2.18 -0.98 -3.43
H 3.53 0.31 -4.06
H 3.33 -0.15 -2.19
H -2.33 0.55 -1.98
H -1.41 2.18 -2.59
H -0.86 -0.55 -4.20
H -1.38 1.21 -4.93
H -2.70 -0.04 -4.22
C 4.02 4.32 0.87
O 3.46 5.12 1.89
H 4.82 4.88 0.38
H 4.43 3.41 1.30
H 3.25 4.07 0.13
H 2.75 4.59 2.31
C 4.08 7.80 -1.05
O 3.61 7.08 -2.18
H 4.47 8.77 -1.38
H 3.25 7.97 -0.35
H 4.87 7.24 -0.56
H 3.27 6.23 -1.85
C -3.88 -4.41 -4.17
O -2.94 -5.36 -3.71
H -4.44 -4.03 -3.31
H -3.36 -3.58 -4.66
H -4.57 -4.89 -4.87
H -2.45 -5.68 -4.49
C -0.98 -8.50 3.47
O -0.60 -7.13 3.43
H -1.57 -8.73 2.58
H -0.09 -9.12 3.50
H -1.59 -8.68 4.36
H -0.08 -6.95 4.23
C -2.45 -4.45 -7.51
O -1.29 -4.43 -6.70
H -3.08 -5.29 -7.21
H -3.00 -3.52 -7.37
H -2.16 -4.57 -8.56
H -0.75 -3.68 -6.99
C 5.77 -1.55 -1.38
O 5.02 -0.56 -0.70
H 5.22 -1.86 -2.27
H 6.74 -1.13 -1.68
H 5.92 -2.41 -0.72
H 5.54 -0.29 0.08
C -0.98 6.06 -0.79
O -2.03 5.13 -0.95
H -0.07 5.53 -0.51
H -0.81 6.59 -1.74
H -1.24 6.78 -0.01
H -2.82 5.64 -1.21
C 7.37 9.82 -1.38
O 6.60 10.11 -0.23
H 6.73 9.91 -2.26
H 8.19 10.54 -1.46
H 7.76 8.81 -1.31
H 7.19 10.03 0.54
C 2.09 -11.35 3.84
O 1.34 -10.36 4.52
H 1.54 -11.67 2.95
H 3.06 -10.94 3.54
H 2.24 -12.21 4.50
H 1.85 -10.10 5.30
C 2.40 9.87 1.98
O 1.65 10.31 0.87
H 2.32 8.79 2.06
H 3.45 10.15 1.85
H 2.00 10.33 2.89
H 1.74 11.28 0.83
C -7.71 2.47 1.14
O -6.78 1.96 0.20
H -7.19 3.17 1.81
H -8.51 2.99 0.62
H -8.12 1.65 1.73
H -7.26 1.35 -0.37
C -0.90 -9.35 -3.00
O -0.34 -8.44 -3.94
H -0.59 -10.36 -3.27
H -0.53 -9.11 -2.00
H -1.99 -9.29 -3.03
H -0.64 -7.55 -3.68
C -4.30 4.19 3.31
O -5.05 5.18 3.99
H -4.85 3.87 2.43
H -3.33 4.60 3.01
H -4.15 3.33 3.97
H -4.54 5.44 4.77


[2]
Computed, not measured: C31H42N6O4Sn as an isolated structure in a non-equilibrium geometry, with the ωB97M-V functional and the def2-TZVPD basis.

As for the net charge: +2. Its spin multiplicity is 1. The lowest unoccupied orbital energy (alpha / beta) is -7.6004 / -8.1939 eV. The HOMO-LUMO gap (alpha / beta) is 5.362 / 4.582 eV. The relative energy (zero: lowest compared OMol25 entry of this formula, charge and spin) comes out at 288.5 kJ/mol. The value obtained for the calculated total energy is -2049.70088 hartree.

Positions of all 84 atoms, in Å:
Sn -0.43 0.01 1.11
C -4.61 -5.87 0.54
O -4.42 -5.63 1.93
C -3.72 -4.58 2.33
C -3.49 -4.50 3.73
C -2.75 -3.47 4.26
C -2.17 -2.47 3.47
C -1.30 -1.47 4.05
C -1.35 -1.16 5.51
O -0.48 -0.82 3.37
C -2.44 -2.51 2.04
O -2.07 -1.61 1.22
C -3.21 -3.58 1.53
H -5.23 -6.76 0.49
H -3.65 -6.06 0.05
H -5.12 -5.04 0.04
H -3.89 -5.28 4.36
H -2.57 -3.48 5.33
H -1.99 -1.82 6.08
H -1.71 -0.13 5.62
H -0.34 -1.18 5.92
H -3.42 -3.55 0.47
C -1.19 2.46 -4.45
N -0.29 1.82 -3.51
C 1.05 1.59 -4.01
C -0.71 1.41 -2.30
N -0.09 0.50 -1.58
C 0.60 -0.55 -2.09
C 0.03 -1.25 -3.18
C 0.54 -2.44 -3.65
C 1.68 -2.96 -3.07
C 2.30 -2.30 -1.99
C 3.45 -2.90 -1.44
C 4.08 -2.33 -0.35
C 3.62 -1.12 0.14
C 2.52 -0.45 -0.42
N 2.15 0.75 0.11
C 3.02 1.65 0.55
N 2.69 2.46 1.58
C 1.75 2.03 2.59
C 2.84 3.90 1.51
N 4.23 1.84 -0.02
C 5.33 2.47 0.69
C 4.58 1.39 -1.35
C 1.77 -1.08 -1.47
N -1.82 2.04 -1.81
C -1.82 3.47 -1.67
C -2.87 1.31 -1.18
H -1.07 1.98 -5.42
H -0.98 3.52 -4.57
H -2.22 2.33 -4.12
H 1.38 2.47 -4.56
H 1.09 0.72 -4.67
H 1.72 1.42 -3.17
H -0.89 -0.85 -3.59
H 0.05 -2.96 -4.46
H 2.11 -3.88 -3.43
H 3.81 -3.82 -1.88
H 4.92 -2.82 0.11
H 4.10 -0.68 1.00
H 1.86 0.96 2.78
H 0.71 2.24 2.31
H 1.97 2.57 3.52
H 3.40 4.20 0.63
H 3.35 4.29 2.40
H 1.85 4.36 1.47
H 5.10 2.56 1.75
H 5.57 3.46 0.28
H 6.21 1.84 0.58
H 3.68 1.15 -1.92
H 5.21 0.50 -1.31
H 5.11 2.19 -1.86
H -1.02 3.92 -2.25
H -1.65 3.70 -0.61
H -2.77 3.89 -2.00
H -2.63 0.24 -1.26
H -3.81 1.51 -1.70
H -3.66 0.73 0.67
C -3.99 2.82 0.64
C -3.09 1.62 0.35
O -1.90 1.71 1.00
H -3.56 3.76 0.30
H -4.10 2.90 1.72
H -4.97 2.71 0.19